Entry 1:
Formula: C17H19FN2O4S
Source: the OMol25 dataset
Level of theory: ωB97M-V/def2-TZVPD

Each line ends with the Mulliken charge.
Positions of all 44 atoms, in Å:
C  -0.817  4.520  -3.509  -0.9018
H  -0.573  5.303  -2.954  0.4589
O  -0.275  3.237  -2.754  -0.3933
C  1.025  3.168  -2.661  0.4946
C  1.985  4.004  -3.240  -0.3351
C  3.288  3.987  -2.843  -0.8944
C  3.593  2.947  -2.158  -0.1865
C  2.883  1.814  -1.731  -0.8088
C  1.540  2.061  -2.000  0.5695
C  0.348  1.054  -1.538  -0.2623
N  0.957  0.392  -0.259  0.0377
C  0.687  -0.971  -0.306  0.1873
O  0.042  -1.805  -1.357  -0.7022
C  0.897  -1.573  1.177  -0.6833
N  0.320  -0.944  2.096  -0.0981
S  -1.497  -0.573  2.015  1.0454
O  -1.842  -0.066  0.698  -0.5785
O  -1.947  0.002  3.202  -0.6341
C  -1.995  -2.483  2.072  0.0364
C  -2.149  -2.943  0.826  0.0945
C  -2.493  -4.385  0.667  -1.1745
C  -2.928  -4.752  2.001  0.5180
C  -2.849  -4.231  3.245  -0.7429
C  -2.490  -2.812  3.230  -0.1548
H  -2.130  -2.540  4.088  0.5084
H  -3.215  -4.855  4.097  0.3914
F  -3.499  -6.265  1.774  -0.4017
H  -2.515  -4.940  -0.063  0.7491
H  -1.876  -2.420  -0.170  0.2327
C  0.588  -1.270  3.501  -1.3462
H  0.652  -2.390  3.700  0.2896
H  0.142  -0.809  4.116  0.6346
H  1.722  -1.025  3.676  0.3373
H  1.898  -1.547  1.100  0.7832
H  0.556  -2.640  1.018  0.2177
H  1.075  0.835  0.661  0.2858
H  0.274  0.259  -2.382  0.3071
H  -0.694  1.802  -1.156  0.1841
H  3.104  1.011  -1.125  0.5642
H  4.858  2.780  -1.795  0.0233
H  3.905  4.680  -3.040  0.6779
H  1.693  5.310  -3.511  0.1103
H  -1.829  4.478  -3.702  0.3067
H  -0.416  4.597  -4.702  0.2525

Cartesian forces, eV/Å:
2.82 -4.86 -4.38
1.28 3.41 2.19
-3.65 3.24 -2.46
3.26 0.38 -1.26
-3.36 6.54 -0.16
-4.98 -2.52 -0.72
9.10 -6.63 5.06
-3.28 4.30 -2.16
-3.02 -2.87 1.13
1.25 2.85 1.79
-2.42 -3.42 -3.96
-3.87 -2.03 -1.84
4.41 5.34 5.94
-0.71 -6.07 -9.79
-6.31 7.10 8.32
1.56 -5.22 -4.14
0.76 0.01 1.61
-0.11 1.70 2.29
0.56 7.46 -2.41
0.39 -4.65 -5.54
-0.33 9.80 12.55
-0.56 -5.65 -4.47
-1.46 0.85 0.21
-1.36 -7.47 -0.76
1.23 2.84 4.90
0.51 0.93 -0.75
1.33 3.55 1.42
-0.40 -5.42 -7.58
-0.19 -0.40 2.17
10.19 -7.40 -8.29
-0.83 1.06 -0.30
-6.67 6.32 8.11
-1.81 -0.11 -0.28
4.11 -0.15 1.04
0.54 0.37 0.25
-0.31 -0.24 -0.79
-0.65 1.26 2.04
3.24 -3.01 -1.51
1.25 -1.40 0.90
-3.58 0.93 -1.15
4.36 4.94 -1.55
0.37 -4.42 0.17
-2.29 -0.91 0.54
-0.35 -0.34 3.61

Properties
total energy	-1567.159425	Eh
Kohn-Sham gap	8.5	eV
energy above the lowest of the compared OMol25 structures with the same formula, charge and spin	1532.8	kJ/mol

***

Entry 2:
Formula: C4H6N2O2
Source: the OMol25 dataset
Level of theory: ωB97M-V/def2-TZVPD

Each line ends with the Mulliken charge.
Positions of all 14 atoms, in Å:
C  2.105  -0.695  -0.644  -0.8102
N  0.865  0.027  -0.475  -0.4362
C  -0.048  -0.442  0.268  0.6968
C  -1.279  0.328  0.415  0.3155
C  -0.763  2.376  -0.688  -0.2810
O  0.025  -1.614  0.954  -0.5401
O  -2.222  -0.173  1.286  -0.5601
N  -1.403  1.429  -0.211  -0.1229
H  -0.764  -1.704  1.507  0.3407
H  -2.906  0.489  1.443  0.3434
H  -0.908  2.624  -1.738  0.2021
H  2.005  -1.413  -1.468  0.2835
H  2.890  0.021  -0.901  0.2836
H  2.403  -1.252  0.253  0.2847

Cartesian forces, eV/Å:
0.16 -0.14 0.17
-0.47 -0.18 0.13
0.58 -0.02 -0.30
-0.70 0.41 -0.03
0.18 0.71 -0.02
0.00 0.16 -0.03
0.15 -0.03 -0.29
0.16 -0.74 0.72
0.03 0.01 -0.04
0.08 0.00 -0.02
-0.12 -0.18 -0.27
0.05 0.13 0.10
-0.11 -0.17 0.00
0.00 0.05 -0.12

Properties
total energy	-415.904174	Eh
Kohn-Sham gap	8.1	eV
energy above the lowest of the compared OMol25 structures with the same formula, charge and spin	358.2	kJ/mol